[1]
{
  "formula": "C5H7I",
  "method": "ωB97M-V/def2-TZVPD",
  "energy_ha": -492.21598,
  "e_lumo_ev": [-0.22, 0.00],
  "relative_energy_kj_mol": 347.6,
  "orbital_gap_ev": [8.06, 8.19],
  "species": ["C", "C", "C", "C", "C", "I", "H", "H", "H", "H", "H", "H", "H"],
  "coordinates": [[-1.237, -0.873, -0.472], [0.044, -1.158, 0.206], [0.289, 1.415, 0.615], [0.025, 1.016, -0.790], [0.765, 0.129, 0.041], [2.955, -0.089, -0.064], [-1.376, -1.389, -1.479], [-2.082, -0.532, 0.161], [-0.237, -1.346, 1.243], [0.524, -2.201, 0.121], [1.024, 2.207, 0.874], [-0.458, 1.563, 1.363], [-0.236, 1.257, -1.819]]
}


[2]
{
  "formula": "C5H8O",
  "method": "ωB97M-V/def2-TZVPD",
  "energy_ha": -270.48033,
  "e_lumo_ev": 0.93,
  "relative_energy_kj_mol": 203.6,
  "smiles": "C=C=CCCO",
  "orbital_gap_ev": 10.58,
  "species": ["C", "C", "C", "C", "C", "O", "H", "H", "H", "H", "H", "H", "H", "H"],
  "coordinates": [[-1.248, 1.423, -2.346], [-0.847, 0.649, -1.375], [-0.476, -0.163, -0.420], [0.149, 0.257, 0.900], [0.838, -0.887, 1.643], [1.913, -1.447, 0.920], [-2.273, 1.778, -2.393], [-0.575, 1.731, -3.141], [-0.700, -1.215, -0.605], [0.887, 1.046, 0.717], [-0.622, 0.680, 1.556], [1.273, -0.509, 2.575], [0.098, -1.657, 1.922], [1.584, -1.686, 0.045]]
}


[3]
{
  "formula": "C18H42BrN6O6",
  "method": "ωB97M-V/def2-TZVPD",
  "energy_ha": -4064.92231,
  "e_lumo_ev": 2.38,
  "relative_energy_kj_mol": 281.8,
  "charge": -1,
  "orbital_gap_ev": 9.16,
  "species": ["Br", "C", "C", "O", "N", "C", "H", "H", "H", "H", "H", "H", "H", "C", "C", "O", "N", "C", "H", "H", "H", "H", "H", "H", "H", "C", "C", "O", "N", "C", "H", "H", "H", "H", "H", "H", "H", "C", "C", "O", "N", "C", "H", "H", "H", "H", "H", "H", "H", "C", "C", "O", "N", "C", "H", "H", "H", "H", "H", "H", "H", "C", "C", "O", "N", "C", "H", "H", "H", "H", "H", "H", "H"],
  "coordinates": [[-0.262, 0.172, -1.646], [-0.890, 1.647, 2.004], [-0.281, 2.503, 2.970], [-0.889, 3.297, 3.673], [1.074, 2.389, 3.054], [1.912, 3.209, 3.955], [-2.110, 1.691, 2.027], [-0.794, 0.699, 2.548], [-0.715, 1.438, 0.954], [1.437, 1.904, 2.226], [2.982, 2.948, 4.167], [1.464, 3.589, 4.943], [2.259, 4.093, 3.753], [4.975, -5.090, -1.888], [4.619, -3.643, -1.946], [5.376, -2.869, -2.625], [3.564, -3.180, -1.427], [2.912, -1.961, -1.609], [5.649, -5.336, -2.902], [3.966, -5.802, -1.869], [5.712, -5.168, -1.018], [3.098, -3.795, -0.787], [3.005, -1.470, -2.566], [3.428, -1.468, -0.818], [1.850, -1.777, -1.257], [0.468, 3.676, -3.676], [0.249, 4.411, -2.447], [0.297, 5.591, -2.489], [-0.078, 3.818, -1.280], [-0.183, 4.536, -0.016], [0.466, 2.587, -4.027], [1.367, 3.810, -4.013], [0.025, 4.216, -4.543], [-0.134, 2.800, -1.163], [0.510, 4.186, 0.756], [-1.164, 4.629, 0.450], [0.254, 5.459, -0.280], [-2.927, -2.901, -3.005], [-3.985, -1.820, -3.021], [-5.213, -2.018, -3.239], [-3.555, -0.618, -2.883], [-4.332, 0.482, -2.715], [-1.824, -2.503, -2.662], [-3.032, -3.143, -4.123], [-3.386, -3.834, -2.243], [-2.524, -0.403, -2.692], [-3.836, 1.321, -2.165], [-5.055, 0.075, -1.955], [-4.824, 0.798, -3.580], [1.615, -1.543, 1.895], [2.360, -0.299, 1.769], [3.480, -0.231, 2.376], [1.948, 0.603, 0.937], [2.753, 1.901, 0.570], [1.998, -2.033, 2.821], [1.602, -2.185, 0.855], [0.646, -1.267, 2.331], [1.142, 0.451, 0.199], [3.237, 2.406, 1.489], [2.000, 2.652, -0.001], [3.562, 1.765, -0.059], [-3.495, -2.757, 4.155], [-3.076, -2.702, 2.548], [-2.751, -3.823, 2.208], [-3.172, -1.653, 1.893], [-2.654, -1.413, 0.552], [-3.614, -3.813, 4.385], [-4.682, -2.516, 4.415], [-2.688, -2.408, 4.777], [-3.469, -0.666, 2.300], [-2.983, -0.293, 0.313], [-3.187, -2.023, -0.211], [-1.499, -1.326, 0.576]]
}


[4]
{
  "formula": "C2H8N3",
  "method": "ωB97M-V/def2-TZVPD",
  "energy_ha": -244.97455,
  "e_lumo_ev": -3.13,
  "relative_energy_kj_mol": 244.3,
  "charge": 1,
  "orbital_gap_ev": 11.21,
  "species": ["C", "C", "N", "N", "N", "H", "H", "H", "H", "H", "H", "H", "H"],
  "coordinates": [[0.937, 0.535, 0.285], [-2.042, -1.252, -0.249], [0.806, 1.060, 1.460], [1.921, 0.212, -0.433], [-1.405, -0.368, -0.939], [-0.092, 0.410, -0.257], [-2.908, -1.928, -0.650], [-0.126, 1.077, 1.754], [1.506, 1.207, 2.229], [2.864, 0.143, -0.084], [-1.977, -1.088, 0.765], [-1.716, -0.301, -1.941], [1.782, 0.213, -1.566]]
}


[5]
{
  "formula": "C15H11NO3S",
  "method": "ωB97M-V/def2-TZVPD",
  "energy_ha": -1256.90585,
  "e_lumo_ev": -0.43,
  "relative_energy_kj_mol": 0.0,
  "smiles": "CC(=O)c1cc(CN2C(=O)c3ccccc3C2=O)cs1",
  "orbital_gap_ev": 8.68,
  "species": ["C", "C", "O", "C", "C", "C", "C", "N", "C", "O", "C", "C", "C", "C", "C", "C", "C", "O", "C", "S", "H", "H", "H", "H", "H", "H", "H", "H", "H", "H", "H"],
  "coordinates": [[-5.526, -1.228, 0.002], [-4.429, -0.682, 0.879], [-4.388, -0.861, 2.077], [-3.393, 0.089, 0.192], [-2.265, 0.619, 0.764], [-1.444, 1.306, -0.153], [-0.152, 1.962, 0.211], [0.995, 1.067, 0.097], [0.993, -0.278, -0.247], [0.030, -0.944, -0.530], [2.419, -0.693, -0.199], [3.000, -1.919, -0.443], [4.383, -2.013, -0.320], [5.148, -0.912, 0.034], [4.560, 0.325, 0.280], [3.189, 0.415, 0.159], [2.272, 1.561, 0.350], [2.511, 2.701, 0.654], [-1.971, 1.296, -1.414], [-3.448, 0.447, -1.505], [-6.020, -0.414, -0.524], [-6.248, -1.766, 0.609], [-5.099, -1.900, -0.740], [-2.043, 0.501, 1.809], [-0.191, 2.321, 1.246], [0.040, 2.822, -0.440], [2.397, -2.771, -0.718], [4.869, -2.960, -0.504], [6.219, -1.017, 0.121], [5.149, 1.186, 0.556], [-1.559, 1.739, -2.300]]
}


[6]
{
  "formula": "C29H27F5GaGeN4O2Te",
  "method": "ωB97M-V/def2-TZVPD",
  "energy_ha": -6260.03229,
  "e_lumo_ev": 2.25,
  "relative_energy_kj_mol": 224.3,
  "charge": -1,
  "orbital_gap_ev": 5.99,
  "species": ["Ga", "N", "C", "O", "C", "C", "C", "C", "N", "C", "H", "H", "H", "H", "H", "H", "F", "Te", "F", "F", "F", "F", "O", "C", "C", "N", "C", "C", "N", "H", "H", "H", "H", "H", "H", "C", "Ge", "C", "C", "C", "C", "C", "C", "C", "C", "C", "C", "C", "C", "C", "C", "C", "C", "C", "C", "H", "H", "H", "H", "H", "H", "H", "H", "H", "H", "H", "H", "H", "H", "H"],
  "coordinates": [[1.107, -0.687, 0.234], [0.755, -5.842, -0.864], [0.149, -5.404, -1.983], [-0.173, -6.138, -2.908], [-0.159, -3.933, -2.043], [-1.104, -3.464, -2.945], [-1.395, -2.109, -2.975], [-0.729, -1.258, -2.109], [0.198, -1.716, -1.265], [0.481, -3.021, -1.227], [0.986, -6.821, -0.846], [1.038, -5.263, -0.073], [-1.595, -4.174, -3.597], [-2.134, -1.702, -3.650], [-0.920, -0.193, -2.093], [1.247, -3.297, -0.514], [2.678, -1.684, 0.179], [1.589, -2.813, 2.615], [0.518, -4.193, 3.311], [1.901, -4.278, 1.197], [1.905, 0.595, 2.264], [0.952, -1.847, 4.165], [0.369, -2.031, 1.507], [2.751, -2.229, -3.492], [3.222, -0.999, -2.799], [2.493, 0.060, -2.537], [3.323, 0.927, -1.856], [4.557, 0.381, -1.712], [4.486, -0.847, -2.333], [1.724, -2.073, -3.817], [2.776, -3.094, -2.824], [3.359, -2.460, -4.369], [2.968, 1.858, -1.449], [5.442, 0.720, -1.204], [5.182, -1.568, -2.295], [1.327, 1.073, 0.980], [-0.427, 1.798, 1.290], [-1.100, 1.985, -0.560], [-0.168, 2.163, -1.587], [-0.563, 2.270, -2.914], [-1.911, 2.204, -3.244], [-2.854, 2.036, -2.238], [-2.449, 1.932, -0.913], [-1.756, 0.788, 2.338], [-1.886, 0.986, 3.711], [-2.728, 0.191, 4.477], [-3.464, -0.821, 3.878], [-3.344, -1.038, 2.512], [-2.494, -0.243, 1.758], [-0.392, 3.601, 2.097], [0.821, 4.287, 2.137], [0.898, 5.574, 2.655], [-0.242, 6.198, 3.141], [-1.458, 5.527, 3.110], [-1.526, 4.240, 2.594], [0.885, 2.202, -1.340], [0.187, 2.387, -3.688], [-2.225, 2.287, -4.278], [-3.908, 1.987, -2.487], [-3.199, 1.790, -0.141], [-1.312, 1.767, 4.199], [-2.800, 0.354, 5.546], [-4.116, -1.448, 4.474], [-3.897, -1.840, 2.037], [-2.390, -0.451, 0.696], [1.709, 3.790, 1.759], [1.851, 6.090, 2.681], [-0.184, 7.202, 3.545], [-2.352, 6.007, 3.492], [-2.481, 3.723, 2.588]]
}


[7]
{
  "formula": "C6H18N2Si",
  "method": "ωB97M-V/def2-TZVPD",
  "energy_ha": -637.70682,
  "e_lumo_ev": -7.78,
  "relative_energy_kj_mol": 0.0,
  "charge": 2,
  "smiles": "C[N+](C)=C[SiH2]C[NH+](C)C",
  "orbital_gap_ev": 11.28,
  "species": ["C", "N", "C", "C", "Si", "C", "N", "C", "C", "H", "H", "H", "H", "H", "H", "H", "H", "H", "H", "H", "H", "H", "H", "H", "H", "H", "H"],
  "coordinates": [[-1.988, 0.878, -3.894], [-1.073, 0.291, -2.893], [-0.015, -0.643, -3.292], [-1.140, 0.637, -1.660], [0.123, -0.191, -0.297], [0.227, 0.524, 1.518], [0.512, -0.404, 2.748], [1.790, -1.136, 2.417], [0.562, 0.249, 4.075], [-1.802, 2.053, -3.832], [-1.896, 0.568, -4.935], [-3.083, 0.648, -3.586], [0.978, -0.124, -3.240], [-0.028, -1.476, -2.589], [-0.239, -0.995, -4.272], [-1.917, 1.444, -1.511], [1.252, 0.144, -0.957], [-0.301, -1.617, -0.131], [-0.668, 1.022, 1.787], [0.988, 1.399, 1.551], [-0.375, -0.918, 2.656], [1.765, -2.117, 2.968], [1.903, -1.243, 1.252], [2.591, -0.452, 2.672], [1.472, 0.785, 4.248], [-0.261, 0.971, 4.211], [0.622, -0.297, 4.988]]
}


[8]
{
  "formula": "C12H20Br12O4S2",
  "method": "ωB97M-V/def2-TZVPD",
  "energy_ha": -32454.66856,
  "e_lumo_ev": -0.31,
  "relative_energy_kj_mol": 0.0,
  "orbital_gap_ev": 9.66,
  "species": ["C", "Br", "Br", "Br", "H", "C", "Br", "Br", "Br", "H", "C", "Br", "Br", "Br", "H", "C", "Br", "Br", "Br", "H", "C", "C", "C", "S", "O", "O", "C", "H", "H", "H", "H", "H", "H", "H", "H", "C", "C", "C", "S", "O", "O", "C", "H", "H", "H", "H", "H", "H", "H", "H"],
  "coordinates": [[4.711, -2.002, -2.916], [4.544, -2.138, -4.804], [3.036, -1.839, -2.013], [5.896, -0.533, -2.440], [5.190, -2.883, -2.517], [3.085, 2.305, -2.620], [2.906, 1.194, -4.152], [1.765, 1.876, -1.256], [2.934, 4.162, -3.124], [4.031, 2.137, -2.126], [2.253, -0.024, 7.556], [2.079, -1.337, 8.929], [1.342, 1.636, 8.024], [1.654, -0.630, 5.848], [3.296, 0.249, 7.510], [-1.934, 4.739, 3.054], [-0.777, 4.191, 1.655], [-1.628, 3.694, 4.654], [-3.781, 4.637, 2.533], [-1.722, 5.759, 3.335], [-2.784, -0.150, -3.167], [-3.678, -1.313, -2.818], [-3.364, -2.423, -3.803], [-1.585, -2.332, -4.048], [-1.343, -2.293, -5.470], [-0.927, -3.319, -3.258], [-1.375, -0.700, -3.341], [-2.793, 0.566, -2.340], [-3.153, 0.393, -4.038], [-4.734, -1.051, -2.778], [-3.404, -1.674, -1.819], [-3.756, -2.181, -4.792], [-3.621, -3.440, -3.525], [-0.770, -0.092, -4.010], [-0.855, -0.845, -2.393], [0.444, 0.647, 2.549], [-1.041, 0.243, 2.438], [-1.230, -0.569, 1.181], [0.284, -1.461, 0.931], [0.536, -1.522, -0.477], [0.309, -2.655, 1.731], [1.360, -0.275, 1.743], [0.732, 0.670, 3.598], [0.514, 1.681, 2.209], [-1.713, 1.100, 2.414], [-1.325, -0.366, 3.299], [-1.371, 0.054, 0.294], [-2.067, -1.267, 1.196], [1.872, 0.276, 0.961], [1.956, -0.895, 2.405]]
}


Max |F| in Eh/bohr, matching the order above: 0.0716, 0.0075, 0.1820, 0.1018, 0.0161, 0.0110, 0.0668, 0.0210